[1]
DFT (ωB97M-V with the def2-TZVPD basis set) results for an isolated molecule of C24H29N3O3 at a distorted geometry.

XYZ file:
```
59
Properties=species:S:1:pos:R:3:forces:R:3
O -2.771 -0.696 2.776 -0.114 0.235 0.356
C -2.888 -0.963 1.590 -0.300 -0.218 -0.325
N -1.926 -1.644 0.930 0.278 -0.131 0.074
C -2.048 -2.099 -0.456 -0.363 -0.091 -0.227
C -0.741 -2.434 -1.125 -0.061 -0.051 -0.016
C -0.085 -1.470 -1.883 -0.057 -0.081 -0.036
C 1.099 -1.779 -2.533 0.028 -0.006 -0.085
C 1.646 -3.048 -2.425 0.083 0.007 -0.031
C 0.994 -4.014 -1.678 0.025 -0.104 0.023
C -0.197 -3.711 -1.040 -0.048 0.067 -0.098
H -0.712 -4.477 -0.476 -0.056 -0.048 0.072
H 1.408 -5.009 -1.600 0.035 -0.081 0.001
H 2.570 -3.286 -2.930 0.073 -0.016 -0.049
H 1.587 -1.030 -3.139 0.050 0.079 -0.043
H -0.511 -0.483 -1.976 -0.053 0.127 -0.009
H -2.697 -2.986 -0.476 0.077 0.086 -0.120
H -2.503 -1.294 -1.038 0.006 -0.279 0.094
C -0.742 -1.962 1.711 0.178 0.325 0.352
H -1.050 -2.386 2.671 0.100 -0.045 -0.088
H -0.141 -2.689 1.167 -0.071 0.061 0.128
C 0.082 -0.693 1.986 -0.069 -0.343 0.401
O 0.288 0.069 0.827 -0.010 0.126 -0.416
H 0.758 -0.470 0.175 0.001 0.087 0.103
H 1.040 -0.974 2.446 -0.100 -0.006 0.011
H -0.467 -0.048 2.673 0.104 -0.132 -0.018
C -4.132 -0.489 0.847 0.151 0.161 0.140
H -4.991 -0.757 1.465 0.082 -0.036 -0.058
H -4.254 -0.924 -0.140 -0.038 -0.032 -0.025
C -4.069 1.040 0.753 -0.108 0.089 0.114
C -2.965 1.494 -0.127 0.063 -0.267 -0.425
N -2.492 0.904 -1.174 -1.040 -0.466 0.671
N -1.508 1.690 -1.669 0.933 0.924 -0.315
C -1.430 2.727 -0.903 0.006 -0.266 -0.357
O -2.336 2.668 0.101 -0.011 0.085 0.134
C -0.536 3.901 -1.047 0.070 0.131 -0.063
H -0.493 4.418 -0.086 -0.004 0.057 -0.038
H -0.980 4.581 -1.781 -0.031 0.031 0.118
C 0.863 3.486 -1.507 -0.015 0.002 0.306
C 1.590 2.707 -0.415 0.000 0.033 -0.449
H 0.948 1.895 -0.073 0.045 0.061 0.085
H 1.778 3.359 0.440 -0.032 0.000 0.106
C 2.918 2.112 -0.899 -0.205 0.080 0.247
C 3.430 1.126 0.111 0.153 -0.007 -0.101
C 4.024 1.559 1.289 -0.017 -0.001 -0.062
C 4.431 0.652 2.251 0.021 0.001 0.115
C 4.247 -0.706 2.051 0.024 -0.082 0.099
C 3.663 -1.149 0.877 -0.029 -0.120 -0.008
C 3.262 -0.239 -0.085 0.111 0.039 -0.031
H 2.816 -0.595 -1.003 -0.027 -0.011 -0.078
H 3.518 -2.207 0.707 -0.002 -0.087 -0.023
H 4.558 -1.414 2.805 0.034 -0.052 0.053
H 4.890 1.004 3.163 0.041 0.032 0.069
H 4.169 2.617 1.455 0.015 0.136 0.015
H 3.646 2.912 -1.054 0.034 -0.015 -0.094
H 2.756 1.609 -1.854 0.043 0.001 -0.066
H 1.432 4.379 -1.775 -0.022 0.012 -0.093
H 0.760 2.863 -2.396 0.056 0.030 -0.077
H -5.014 1.430 0.362 0.050 0.018 0.079
H -3.910 1.461 1.748 -0.086 -0.046 -0.044
```
Positions in Å, forces in eV/Å.

Values from the calculation:
SMILES: O=C(CCc1nnc(CCCCc2ccccc2)o1)N(CCO)Cc1ccccc1
Energy above the lowest of the compared OMol25 structures with the same formula, charge and spin in eV: 2.7579
LUMO in eV: 0.870
Frontier orbital gap in eV: 9.77
Net charge: 0

[2]
DFT (ωB97M-V with the def2-TZVPD basis set) results for the ion C5H10N2 with charge +2 at a distorted geometry.

XYZ file:
```
17
Properties=species:S:1:pos:R:3:forces:R:3
C -1.705 0.074 0.124 -3.843 1.944 0.791
C -3.030 0.308 0.428 7.354 -1.239 -2.613
C 0.651 0.703 -0.024 -0.566 0.817 -0.673
C 1.923 0.140 0.183 5.310 -1.467 -0.247
C -0.227 -1.671 -0.258 0.420 -1.808 -2.004
N 0.462 1.954 -0.263 0.026 1.590 0.224
N -0.473 -0.182 -0.112 -0.634 -1.655 0.192
H -3.230 0.278 1.419 -1.012 -0.102 3.240
H -3.713 0.481 -0.325 -1.531 0.435 -1.576
H 2.788 0.919 0.090 -1.791 -1.204 0.121
H 2.269 -0.744 -0.577 -1.219 2.277 1.396
H 2.109 -0.367 1.151 -0.550 0.192 -0.208
H 0.795 -2.020 -0.610 -1.343 1.058 0.539
H -0.953 -2.072 -0.995 0.482 0.664 0.024
H -0.508 -2.224 0.608 0.159 0.163 1.243
H 1.082 2.818 0.016 -1.030 -2.437 -0.912
H -0.385 2.144 -0.793 -0.231 0.774 0.463
```
Positions in Å, forces in eV/Å.

Values from the calculation:
SMILES: C=C=[N+](C)C(C)=[NH2+]
Energy above the lowest of the compared OMol25 structures with the same formula, charge and spin in eV: 2.1303
LUMO in eV: -10.571
Frontier orbital gap in eV: 9.92
Net charge: +2